Entry 1:
Computed, not measured: a molecular structure, C28H41Br51OPS at a distorted geometry, with ωB97M-V with the def2-TZVPD basis set.

Values from the calculation:
E_HOMO	-2.76	eV
total charge	-1
molar mass	4531.78	g/mol
gap between HOMO and LUMO	0.1290	hartree
DFT total energy	-3624031.050	eV

Positions of all 123 atoms, in Å:
C 2.088 2.729 -1.855
O 2.701 2.064 -2.961
C 2.232 0.725 -3.093
C 3.371 -0.282 -2.650
C 3.224 -1.694 -3.316
C 2.161 -2.643 -2.661
C 0.696 -2.099 -2.674
C 0.170 -1.750 -1.237
C -1.246 -1.075 -1.194
C -2.182 -1.383 -2.411
C -3.530 -0.557 -2.235
C -4.153 -0.161 -3.631
P -3.128 1.218 -4.316
S -3.605 2.919 -3.457
H 2.125 3.817 -2.098
H 2.627 2.497 -0.906
H 1.010 2.463 -1.736
H 1.359 0.514 -2.429
H 1.917 0.512 -4.144
H 3.447 -0.295 -1.537
H 4.330 0.169 -3.017
H 4.212 -2.213 -3.207
H 3.076 -1.576 -4.417
H 2.171 -3.587 -3.265
H 2.509 -2.950 -1.642
H 0.523 -1.257 -3.380
H 0.043 -2.930 -3.048
H 0.931 -1.078 -0.770
H 0.134 -2.666 -0.589
H -1.788 -1.413 -0.275
H -1.136 0.033 -1.068
H -1.742 -1.133 -3.395
H -2.467 -2.465 -2.338
H -4.298 -1.184 -1.740
H -3.340 0.373 -1.642
H -3.958 -1.029 -4.328
H -3.335 1.282 -5.735
H -1.747 0.893 -4.106
C 5.101 1.187 1.112
Br 4.378 -0.583 0.807
Br 6.031 1.860 -0.447
Br 3.745 2.422 1.726
H 5.834 1.095 1.905
C 7.698 -1.106 -3.958
Br 8.048 0.770 -3.625
Br 7.084 -2.020 -2.368
Br 6.484 -1.347 -5.444
H 8.642 -1.559 -4.242
C 10.952 0.072 -6.260
Br 11.584 -1.750 -6.087
Br 11.625 1.203 -4.842
Br 11.333 0.804 -8.008
H 9.872 0.045 -6.157
C -3.452 5.238 0.349
Br -3.928 5.724 -1.465
Br -4.321 6.394 1.641
Br -3.784 3.373 0.770
H -2.385 5.402 0.447
C 5.104 -5.673 -1.579
Br 6.966 -5.629 -2.105
Br 4.588 -4.030 -0.696
Br 3.944 -6.082 -3.073
H 4.992 -6.477 -0.861
C -4.205 -4.058 3.020
Br -5.673 -3.983 1.764
Br -2.601 -4.803 2.231
Br -3.842 -2.338 3.835
H -4.510 -4.727 3.816
C -0.912 2.837 3.840
Br -1.769 1.097 3.873
Br -0.187 3.377 2.122
Br -2.062 4.212 4.572
H -0.063 2.750 4.508
C -5.447 -3.767 7.894
Br -6.905 -3.662 6.625
Br -3.857 -4.521 7.093
Br -5.089 -2.056 8.723
H -5.758 -4.444 8.681
C -6.879 6.220 4.557
Br -5.820 7.834 4.691
Br -6.262 4.852 5.779
Br -8.768 6.582 4.775
H -6.742 5.833 3.552
C 3.184 3.073 6.081
Br 1.669 3.303 4.899
Br 2.655 3.073 7.943
Br 4.214 1.497 5.628
H 3.832 3.929 5.936
C -12.466 9.167 4.954
Br -13.015 8.324 6.607
Br -10.783 10.103 5.148
Br -12.421 7.904 3.486
H -13.216 9.909 4.711
C -0.013 -9.230 0.053
Br -0.454 -7.352 0.197
Br 0.156 -9.787 -1.793
Br 1.563 -9.678 1.085
H -0.840 -9.785 0.480
C -2.304 -8.042 9.219
Br -2.488 -8.032 7.292
Br -2.073 -6.258 9.935
Br -3.770 -8.974 10.075
H -1.401 -8.594 9.448
C 6.049 -0.714 -9.521
Br 7.755 -0.634 -8.611
Br 6.245 -1.289 -11.359
Br 4.773 -1.807 -8.560
H 5.653 0.294 -9.543
C 0.852 -0.893 5.820
Br 0.548 -0.629 3.927
Br -0.220 0.306 6.898
Br 0.597 -2.742 6.337
H 1.891 -0.650 6.012
C 9.736 4.712 -8.357
Br 11.470 4.795 -7.498
Br 9.872 4.104 -10.190
Br 8.477 3.651 -7.340
H 9.348 5.723 -8.384
C -13.888 4.091 2.806
Br -12.111 4.002 3.565
Br -13.895 3.591 0.936
Br -15.160 3.054 3.832
H -14.205 5.126 2.860

---

Entry 2:
Computed, not measured: a molecular structure, C28H41CaClF2N3NaO5S at a distorted geometry, with ωB97M-V with the def2-TZVPD basis set.

Values from the calculation:
E_HOMO	-4.86	eV
molar mass	668.24	g/mol
gap between HOMO and LUMO	0.0517	hartree
DFT total energy	-96037.663	eV

Positions of all 83 atoms, in Å:
C 1.668 0.463 1.470
C 0.984 1.126 2.494
C -0.396 1.002 2.557
C -1.039 0.255 1.579
C -2.534 0.115 1.686
C -3.395 0.562 0.645
C -4.774 0.428 0.697
C -5.301 -0.269 2.015
N -6.637 -0.622 2.468
S -6.477 -1.312 3.957
N -4.833 -1.247 4.157
C -4.383 -0.675 3.021
C -2.995 -0.491 2.841
C -0.372 -0.394 0.543
C 1.025 -0.292 0.495
H 2.756 0.564 1.419
H 1.556 1.696 3.229
H -0.961 1.477 3.360
H -2.909 1.022 -0.217
H -5.473 0.814 -0.170
H -2.324 -0.838 3.626
H -0.924 -0.983 -0.189
H 1.548 -0.811 -0.307
Ca -6.932 0.399 0.686
O -3.351 0.014 6.519
H -3.793 -0.227 5.704
O -5.309 0.587 -2.001
C -5.426 -0.120 -2.995
O -6.149 0.315 -3.985
C -6.252 -0.451 -5.161
C -7.440 -1.398 -4.976
C -4.845 -1.506 -3.000
H -5.312 -0.938 -5.399
H -6.466 0.221 -5.993
H -7.332 -2.094 -4.107
H -7.585 -1.984 -5.891
H -8.349 -0.833 -4.767
H -5.548 -2.186 -2.526
H -3.917 -1.485 -2.426
H -4.588 -1.863 -3.987
C 7.227 -0.572 -0.736
C 5.762 -0.384 -1.096
N 5.463 0.896 -1.697
C 4.035 1.184 -1.714
C 3.129 0.268 -2.533
C 6.203 1.228 -2.903
C 6.125 0.252 -4.081
H 7.580 0.257 -0.117
H 7.336 -1.497 -0.165
H 7.872 -0.651 -1.612
H 5.194 -0.463 -0.162
H 5.439 -1.221 -1.732
H 3.883 2.217 -2.039
H 3.682 1.163 -0.676
H 3.241 0.432 -3.602
H 2.085 0.477 -2.293
H 3.306 -0.788 -2.319
H 7.257 1.346 -2.633
H 5.900 2.221 -3.244
H 6.296 -0.782 -3.778
H 6.895 0.505 -4.814
H 5.168 0.308 -4.596
Cl -8.012 -1.691 -2.101
F 4.989 -2.106 2.537
C 5.482 -0.973 3.033
C 6.831 -0.701 2.895
C 7.346 0.482 3.402
C 6.512 1.378 4.055
C 5.160 1.088 4.188
C 4.632 -0.091 3.672
H 7.467 -1.414 2.389
H 8.397 0.706 3.287
H 6.915 2.300 4.455
H 4.512 1.789 4.691
H 3.576 -0.327 3.757
O 0.016 0.756 -3.957
H 0.533 1.401 -3.458
Na 3.898 1.388 6.195
F -3.863 -0.008 -4.832
O -9.760 0.450 4.114
H -10.353 -0.226 4.520
H -8.829 0.083 3.973
H -9.740 1.279 4.649

---

Entry 3:
Computed, not measured: a molecular structure, C28H41MnN5O4PSSb, with ωB97M-V with the def2-TZVPD basis set.

Values from the calculation:
E_HOMO (spin up / spin down)	-11.08 / -11.29	eV
energy above the lowest of the compared OMol25 structures with the same formula, charge and spin	0.000	eV
total charge	+1
molar mass	751.41	g/mol
gap between HOMO and LUMO (spin up / spin down)	0.2565 / 0.2877	hartree
DFT total energy	-103318.151	eV
2S+1	5

Positions of all 82 atoms, in Å:
Mn 0.004 -0.105 -0.349
C -1.172 5.904 -4.675
C -1.278 5.017 -3.467
C -0.904 3.674 -3.546
C -1.000 2.843 -2.444
C -1.486 3.351 -1.244
C -1.885 4.675 -1.149
C -1.766 5.501 -2.257
S -1.554 2.351 0.216
O -2.676 2.784 0.989
O -0.241 2.377 0.856
N -1.676 0.833 -0.296
C -2.682 0.410 -1.254
C -2.011 -0.572 -2.218
O -2.546 -1.032 -3.180
O -0.739 -0.860 -1.881
H -0.162 5.885 -5.085
H -1.425 6.935 -4.433
H -1.849 5.564 -5.460
H -0.540 3.275 -4.485
H -0.700 1.806 -2.528
H -2.288 5.049 -0.217
H -2.071 6.537 -2.183
H -3.091 1.235 -1.842
H -3.520 -0.100 -0.776
C 3.288 4.624 -1.211
C 2.019 3.854 -0.866
Sb 2.269 1.727 -0.655
C 3.054 1.636 1.346
C 4.175 2.616 1.672
C 4.071 1.457 -1.802
C 3.838 1.567 -3.307
H 3.070 5.693 -1.248
H 3.685 4.342 -2.187
H 4.080 4.478 -0.478
H 1.250 4.017 -1.618
H 1.597 4.164 0.091
H 3.375 0.604 1.510
H 2.187 1.810 1.985
H 5.038 2.489 1.017
H 4.520 2.470 2.697
H 3.835 3.648 1.589
H 4.505 0.490 -1.539
H 4.765 2.223 -1.451
H 3.190 0.772 -3.681
H 4.782 1.504 -3.851
H 3.368 2.514 -3.575
N 0.279 -0.319 1.716
C 0.224 -0.385 2.860
C 0.172 -0.365 4.284
C 0.598 -1.469 5.024
C 0.535 -1.414 6.403
C 0.050 -0.272 7.031
C -0.376 0.821 6.288
C -0.320 0.784 4.907
H 0.969 -2.351 4.520
H 0.861 -2.260 6.991
H 0.001 -0.237 8.111
H -0.756 1.702 6.786
H -0.652 1.622 4.307
C 4.209 -3.140 -1.796
N 3.046 -3.152 -2.681
C 2.297 -4.390 -2.466
N 1.903 -4.593 -1.070
C 3.097 -4.543 -0.229
N 3.873 -3.310 -0.381
C 3.160 -2.152 0.149
P 1.570 -1.908 -0.762
C 2.210 -1.974 -2.493
C 0.898 -3.628 -0.646
H 4.752 -2.202 -1.927
H 4.866 -3.961 -2.086
H 2.931 -5.226 -2.761
H 1.408 -4.388 -3.096
H 3.740 -5.379 -0.504
H 2.808 -4.660 0.817
H 3.784 -1.260 0.052
H 2.955 -2.297 1.212
H 2.788 -1.071 -2.701
H 1.355 -1.992 -3.171
H 0.014 -3.696 -1.284
H 0.589 -3.838 0.380

---

Entry 4:
Computed, not measured: a gas-phase ion, C28H41N2 (charge +1) at a distorted geometry, with ωB97M-V with the def2-TZVPD basis set.

Values from the calculation:
structure (SMILES)	Cc1cc(C)c([C@@H](CC2=[N+](C)CCN2C)C[C@@H](C)c2c(C)cc(C)cc2C)c(C)c1
E_HOMO	-10.66	eV
energy above the lowest of the compared OMol25 structures with the same formula, charge and spin	0.000	eV
total charge	+1
molar mass	405.65	g/mol
gap between HOMO and LUMO	0.2904	hartree
DFT total energy	-32674.932	eV

Positions of all 71 atoms, in Å:
C -1.816 -6.294 -0.118
C -1.412 -4.859 0.023
C -2.096 -3.812 -0.587
C -1.680 -2.494 -0.461
C -2.452 -1.453 -1.217
C -0.662 -2.194 0.465
C -0.349 -0.697 0.805
C -0.721 -0.048 2.170
C -0.609 1.440 2.720
N 0.449 2.108 3.293
C 1.782 1.640 3.594
C 0.046 3.370 3.909
C -1.444 3.416 3.653
N -1.712 2.149 2.972
C -3.074 1.813 2.610
C 1.059 -0.284 0.175
C 0.983 1.133 -0.423
C 2.075 2.037 0.166
C 0.958 1.095 -1.924
C 1.969 0.430 -2.659
C 3.076 -0.367 -2.025
C 1.966 0.443 -4.055
C 1.024 1.207 -4.763
C 1.118 1.330 -6.246
C 0.059 1.904 -4.025
C 0.021 1.849 -2.619
C -1.013 2.659 -1.873
C 0.160 -3.233 0.931
C 1.397 -2.917 1.735
C -0.248 -4.561 0.737
H -1.139 -6.971 0.422
H -2.827 -6.437 0.269
H -1.828 -6.601 -1.169
H -3.006 -4.089 -1.110
H -3.141 -1.921 -1.954
H -3.101 -0.839 -0.569
H -1.794 -0.756 -1.758
H -1.138 -0.148 0.265
H 0.074 -0.552 2.709
H -1.690 -0.381 2.593
H 2.001 0.640 3.202
H 2.489 2.359 3.174
H 1.964 1.636 4.678
H 0.593 4.227 3.484
H 0.208 3.401 5.008
H -1.761 4.262 3.024
H -1.977 3.506 4.620
H -3.452 0.786 2.839
H -3.694 2.517 3.184
H -3.297 2.016 1.551
H 1.376 -0.998 -0.629
H 1.889 -0.401 0.964
H 0.030 1.504 -0.028
H 2.066 2.962 -0.404
H 1.860 2.310 1.209
H 3.064 1.568 0.107
H 3.507 0.108 -1.128
H 2.767 -1.402 -1.765
H 3.886 -0.490 -2.769
H 2.748 -0.084 -4.619
H 0.327 1.962 -6.642
H 2.078 1.776 -6.497
H 1.064 0.347 -6.705
H -0.654 2.589 -4.533
H -1.619 3.265 -2.571
H -1.718 2.027 -1.293
H -0.488 3.338 -1.172
H 1.840 -3.821 2.193
H 2.157 -2.440 1.081
H 1.146 -2.222 2.560
H 0.337 -5.363 1.221

---

Entry 5:
Computed, not measured: C28H41N7O4 in the gas phase at a distorted geometry, with ωB97M-V with the def2-TZVPD basis set.

Values from the calculation:
structure (SMILES)	CC(C)N(CCCNC(=O)Nc1ccc(C(C)(C)C)cc1)C[C@H]1O[C@@H](n2ccc3c(N)ncnc32)[C@H](O)[C@@H]1O
E_HOMO	-7.80	eV
energy above the lowest of the compared OMol25 structures with the same formula, charge and spin	0.132	eV
molar mass	539.68	g/mol
gap between HOMO and LUMO	0.3082	hartree
DFT total energy	-48324.617	eV

Positions of all 80 atoms, in Å:
C 5.421 2.537 2.148
C 5.184 2.178 0.674
C 4.954 3.439 -0.160
N 4.109 1.216 0.452
C 4.526 -0.164 0.651
C 5.300 -0.678 -0.575
C 4.785 -2.034 -1.060
N 3.411 -1.948 -1.496
C 2.408 -2.557 -0.794
O 2.609 -3.380 0.076
N 1.164 -2.155 -1.230
C -0.092 -2.516 -0.751
C -0.289 -3.465 0.247
C -1.567 -3.754 0.681
C -2.691 -3.115 0.162
C -4.072 -3.481 0.682
C -4.348 -4.954 0.350
C -5.182 -2.631 0.057
C -4.118 -3.276 2.203
C -2.481 -2.174 -0.839
C -1.208 -1.882 -1.294
C 2.846 1.543 1.075
C 1.660 1.018 0.261
O 0.465 1.414 0.926
C -0.554 1.376 -0.028
N -1.698 2.123 0.410
C -1.906 2.725 1.625
C -3.135 3.311 1.652
C -3.736 3.064 0.387
C -4.942 3.350 -0.282
N -5.932 4.086 0.263
N -5.124 2.909 -1.529
C -4.157 2.228 -2.116
N -2.980 1.899 -1.618
C -2.797 2.319 -0.358
C 0.070 1.965 -1.318
O -0.466 1.432 -2.490
C 1.561 1.570 -1.181
O 1.911 0.608 -2.140
H 6.324 3.135 2.241
H 4.587 3.107 2.551
H 5.545 1.637 2.747
H 6.089 1.694 0.292
H 4.736 3.166 -1.188
H 5.847 4.060 -0.144
H 4.127 4.029 0.228
H 3.633 -0.773 0.783
H 5.132 -0.282 1.562
H 6.366 -0.764 -0.358
H 5.173 0.048 -1.380
H 4.820 -2.778 -0.260
H 5.404 -2.385 -1.894
H 3.180 -1.114 -2.019
H 1.157 -1.420 -1.925
H 0.562 -3.970 0.672
H -1.680 -4.503 1.451
H -3.612 -5.605 0.814
H -4.308 -5.110 -0.726
H -5.334 -5.243 0.706
H -5.025 -1.574 0.259
H -5.233 -2.782 -1.019
H -6.142 -2.917 0.482
H -3.892 -2.241 2.450
H -3.398 -3.912 2.711
H -5.109 -3.514 2.585
H -3.307 -1.647 -1.286
H -1.080 -1.160 -2.089
H 2.740 2.627 1.133
H 2.747 1.139 2.095
H 1.686 -0.078 0.200
H -0.865 0.331 -0.230
H -1.141 2.674 2.372
H -3.559 3.856 2.471
H -5.901 4.340 1.232
H -6.789 4.176 -0.252
H -4.354 1.904 -3.129
H -0.042 3.060 -1.293
H -1.450 1.512 -2.421
H 2.214 2.444 -1.297
H 1.245 0.691 -2.845

---

Which of these has the highest molar mass? C28H41Br51OPS

---

The lowest DFT total energy belongs to which entry? C28H41Br51OPS

---

The lowest molar mass belongs to which entry? C28H41N2